Entry 1:
DFT (ωB97M-V/def2-TZVPD) results for a 2-piece molecular cluster, C3H9PS3 overall in a non-equilibrium geometry.

The geometry in ORCA input format:
```
! RIJCOSX wB97M-V def2-TZVPD def2/J DEFGRID3
* xyz 0 1
C 0.104 0.599 1.393
C -1.137 -0.052 -0.647
C 0.011 -0.280 0.287
P 0.596 -2.011 0.654
S -2.686 -0.541 0.161
S -0.994 1.746 -1.201
S 1.839 0.135 -2.120
H -0.721 1.470 1.278
H 1.086 1.127 1.184
H 0.258 0.262 2.440
H -1.137 -0.790 -1.513
H 1.336 -2.135 -0.488
H 1.693 -1.658 1.288
H -2.478 0.137 1.359
H -0.779 1.693 -2.544
H 3.010 0.297 -1.531
*
```

Values from the calculation:
DFT total energy (eV): -45047.003
HOMO (spin up / spin down) (eV): -8.73 / -7.68

---

Entry 2:
DFT (ωB97M-V/def2-TZVPD) results for a 2-piece molecular cluster, C4H13N4 overall.

The geometry in ORCA input format:
```
! RIJCOSX wB97M-V def2-TZVPD def2/J DEFGRID3
* xyz 1 1
C 1.098 -2.774 -2.042
C 0.522 -1.869 -1.011
C -0.748 -1.938 -0.649
N -1.389 -0.960 0.275
H 0.371 -3.534 -2.326
H 1.413 -2.223 -2.928
H 1.957 -3.319 -1.644
H 1.183 -1.166 -0.526
H -1.450 -2.681 -1.001
H -0.711 -0.182 0.542
H -2.164 -0.513 -0.214
H -1.763 -1.472 1.071
N -0.012 3.378 0.432
C -0.038 2.403 1.402
N 0.479 1.146 0.980
N -0.484 2.527 2.578
H -0.235 4.307 0.741
H 0.653 3.368 -0.320
H 1.089 1.232 0.180
H 1.077 0.806 1.730
H -0.852 3.463 2.731
*
```

Values from the calculation:
DFT total energy (eV): -10312.824
HOMO (eV): -12.79

---

Entry 3:
DFT (ωB97M-V/def2-TZVPD) results for a 3-piece molecular cluster, C18H35BrN4O6 overall in a non-equilibrium geometry.

The geometry in ORCA input format:
```
! RIJCOSX wB97M-V def2-TZVPD def2/J DEFGRID3
* xyz 0 1
C 0.826 -2.278 2.860
C -0.268 -2.271 1.684
C 0.277 -1.827 0.244
Br 1.898 -2.878 -0.345
C 0.666 -0.276 0.114
C 2.050 0.083 0.874
N 3.019 0.049 1.573
O 0.926 0.082 -1.292
N -0.203 -0.065 -2.043
O 0.171 -0.551 -3.080
C -0.435 0.725 0.780
C -0.147 2.200 0.222
N -0.056 3.321 -0.187
O -1.788 0.314 0.549
C -2.647 0.911 1.588
C -4.136 1.226 1.018
N -4.765 -0.066 0.626
C -6.128 -0.247 1.223
C -6.736 -1.602 0.554
C -7.672 -2.397 1.593
O -7.387 -1.342 -0.729
H 1.893 -2.471 2.508
H 0.811 -1.278 3.444
H 0.542 -3.088 3.623
H -1.207 -1.689 2.008
H -0.623 -3.367 1.567
H -0.540 -2.128 -0.518
H -0.185 0.764 1.911
H -2.696 0.181 2.473
H -2.224 1.905 1.987
H -4.729 1.800 1.830
H -3.996 1.962 0.146
H -4.785 -0.193 -0.395
H -6.000 -0.469 2.337
H -6.821 0.661 1.051
H -5.802 -2.245 0.313
H -7.123 -3.319 1.992
H -7.896 -1.692 2.465
H -8.623 -2.750 1.071
H -6.790 -1.626 -1.457
C 4.376 -1.248 -4.013
C 3.896 -2.401 -4.881
C 2.519 -2.121 -5.461
O 3.849 -3.594 -4.101
H 3.700 -1.089 -3.166
H 5.362 -1.468 -3.594
H 4.439 -0.320 -4.588
H 4.609 -2.571 -5.693
H 1.779 -1.992 -4.665
H 2.182 -2.962 -6.073
H 2.526 -1.219 -6.079
H 3.221 -3.453 -3.380
C 5.822 3.516 1.914
C 4.664 4.481 2.110
C 3.517 4.169 1.161
O 5.115 5.815 1.887
H 6.222 3.588 0.897
H 6.643 3.759 2.594
H 5.512 2.484 2.095
H 4.310 4.425 3.144
H 3.837 4.263 0.118
H 2.696 4.877 1.305
H 3.138 3.156 1.320
H 5.429 5.875 0.975
*
```

Values from the calculation:
DFT total energy (eV): -107513.585
Structure (SMILES): CC[C@H](Br)[C@@](C#N)(ON=O)[C@@H](C#N)OCCNC[C@@H](C)O.CC(C)O.CC(C)O
HOMO (eV): -9.56

---

Entry 4:
DFT (ωB97M-V/def2-TZVPD) results for C5H11NO in the gas phase in a non-equilibrium geometry.

The geometry in ORCA input format:
```
! RIJCOSX wB97M-V def2-TZVPD def2/J DEFGRID3
* xyz 0 1
C -2.527 0.037 0.066
N -1.311 0.348 -0.641
C 2.345 -0.678 -0.020
C 1.007 -0.447 -0.723
C -0.107 0.092 0.154
C 0.273 1.389 0.850
O 1.169 1.475 1.645
H -2.664 0.700 0.920
H -2.631 -1.014 0.387
H -3.410 0.144 -0.574
H -1.305 -0.172 -1.508
H 3.069 -1.135 -0.695
H 2.248 -1.351 0.833
H 2.785 0.239 0.371
H 0.692 -1.434 -1.083
H 1.159 0.174 -1.608
H -0.376 -0.612 0.949
H -0.418 2.245 0.679
*
```

Values from the calculation:
DFT total energy (eV): -8900.247
Structure (SMILES): CC[C@@H](C=O)NC
HOMO (eV): -9.17